The following is a quantum chemistry calculation of a 2-piece molecular cluster, C4H10O2 overall in a non-equilibrium geometry, from the OMol25 dataset.

ORCA input file:
```
! wB97M-V def2-TZVPD RIJCOSX def2/J DEFGRID3
* xyz 0 1
C 0.78282 -1.42505 0.30902
O 1.13654 -0.99938 -2.34806
C -0.02486 -0.49351 1.28412
C -0.90772 0.63173 0.73315
C -0.54972 0.90447 -0.75094
O -0.72770 1.79084 1.41171
H 0.07838 -1.71773 -0.50938
H 1.70759 -1.08181 -0.32242
H 1.03533 -2.39161 0.76875
H 0.70362 0.04890 1.89601
H -0.63471 -1.13844 1.94207
H -2.05002 0.28877 0.72100
H -1.44374 0.87359 -1.29548
H 0.26938 0.28802 -1.21145
H -0.28074 1.93634 -0.73665
H 1.54111 -1.14361 -3.21372
*
```

Values from the calculation:
energy above the lowest of the compared OMol25 structures with the same formula, charge and spin: 210.4 kcal/mol
orbital gap: 0.14665 hartree
energy: -8396.422 eV
HOMO: -9.00 eV
F_max: 4.38 eV/Å

Atom charges from the Mulliken analysis, given in e for atoms 1 to 8: -1.219 -0.644 -0.484 0.720 -0.799 -0.433 0.388 0.290